# 1
{
  "formula": "C3H6OS2",
  "method": "ωB97M-V/def2-TZVPD",
  "homo_lumo_gap_ev": 8.963,
  "spin_multiplicity": 1,
  "de_lowest_kcal_mol": 77.74,
  "homo_ev": -8.58,
  "symbols": ["C", "C", "C", "O", "S", "S", "H", "H", "H", "H", "H", "H"],
  "coordinates": [[0.390319, -1.280496, -0.697947], [0.198299, -1.503424, 0.753577], [-0.405028, -0.261778, 0.102125], [0.269561, 0.941257, 0.443560], [0.060535, 2.351790, -0.524509], [-1.548721, 3.398329, -0.414515], [1.351215, -1.178170, -1.032075], [-0.221682, -1.707994, -1.571671], [-0.516920, -2.187406, 1.039249], [0.982327, -1.504065, 1.471313], [-1.518599, -0.045779, 0.158297], [0.958694, 2.977736, 0.272598]],
  "forces_ev_per_a": [[-3.91, -0.56, -1.78], [-0.94, 0.91, -0.69], [0.74, 0.91, 0.78], [-0.01, 1.21, 0.43], [0.69, -1.14, -0.43], [-0.17, -0.26, 0.42], [2.31, 1.26, -0.58], [0.77, -0.23, 1.89], [-1.60, -1.48, 0.53], [0.88, 0.60, 0.02], [1.41, -1.08, -0.71], [-0.17, -0.16, 0.12]],
  "mulliken_charge": [-0.48, -0.60, 0.04, -0.34, 0.16, -0.30, 0.28, 0.20, 0.24, 0.24, 0.37, 0.19]
}

# 2
{
  "formula": "C4H7P",
  "method": "ωB97M-V/def2-TZVPD",
  "homo_lumo_gap_ev": [7.559, 8.075],
  "spin_multiplicity": 1,
  "de_lowest_kcal_mol": 124.16,
  "homo_ev": [-8.32, -8.05],
  "symbols": ["C", "C", "C", "C", "P", "H", "H", "H", "H", "H", "H", "H"],
  "coordinates": [[1.807804, -1.294018, -1.138431], [-1.517527, 0.790686, 0.341308], [-0.519944, 0.200700, 1.247939], [-0.171611, 1.357277, 0.398935], [2.112493, 0.148908, -1.790400], [1.833121, -2.298524, -1.457475], [0.963737, -1.360629, -0.411076], [-1.815824, 0.445771, -0.661903], [-2.402608, 1.132837, 0.775375], [-0.719914, 0.130113, 2.272650], [-0.043781, -0.692614, 0.908258], [0.474055, 1.439493, -0.485180]],
  "forces_ev_per_a": [[-2.60, -0.27, 1.00], [-0.59, 0.05, -2.40], [1.47, -1.17, -1.77], [-0.62, 0.76, 0.66], [0.78, 0.57, -0.53], [1.26, -1.07, -0.87], [0.79, 0.55, 0.07], [0.46, -0.67, 0.49], [-0.97, 1.28, 1.04], [-0.17, 0.70, 1.41], [0.23, -0.72, 0.08], [-0.04, -0.01, 0.81]],
  "mulliken_charge": [-0.18, -0.40, -0.31, -0.05, -0.07, 0.32, 0.00, 0.21, 0.24, 0.26, -0.05, 0.03]
}

# 3
{
  "formula": "C28H31N9O2RhSSe",
  "method": "ωB97M-V/def2-TZVPD",
  "homo_lumo_gap_ev": [5.964, 4.999],
  "charge": 1,
  "spin_multiplicity": 5,
  "de_lowest_kcal_mol": 0.90,
  "homo_ev": [-8.68, -10.33],
  "symbols": ["Rh", "O", "C", "N", "C", "C", "C", "C", "C", "C", "N", "C", "C", "C", "C", "C", "N", "H", "H", "H", "H", "H", "H", "H", "H", "H", "H", "Se", "N", "C", "C", "C", "C", "C", "C", "N", "H", "H", "H", "H", "C", "N", "C", "C", "O", "N", "C", "C", "H", "H", "H", "H", "H", "H", "H", "H", "H", "H", "H", "H", "C", "C", "C", "C", "N", "C", "S", "N", "H", "H", "H", "H", "H"],
  "coordinates": [[0.636131, -0.108396, 0.596004], [4.009797, 1.671425, -0.608591], [3.015575, 0.989028, -0.499798], [2.377963, 0.683379, 0.664387], [2.833310, 1.271620, 1.909806], [1.876514, 0.888023, 3.006690], [2.142381, 1.156876, 4.338298], [1.249107, 0.740106, 5.308728], [0.108093, 0.047361, 4.929091], [-0.104376, -0.190426, 3.589688], [0.751208, 0.236324, 2.647255], [2.300512, 0.392766, -1.687364], [2.832547, 0.483554, -2.951308], [2.133636, -0.079522, -4.009988], [0.928955, -0.708825, -3.754222], [0.450910, -0.756130, -2.454520], [1.123096, -0.215342, -1.438313], [2.902617, 2.358851, 1.822442], [3.836441, 0.916094, 2.156405], [3.053779, 1.679397, 4.599387], [1.447338, 0.940738, 6.354281], [-0.609077, -0.308627, 5.656168], [-0.969772, -0.733473, 3.236980], [3.779550, 0.993470, -3.072594], [2.523139, -0.020959, -5.018393], [0.346939, -1.160552, -4.545805], [-0.495293, -1.220247, -2.222123], [-2.377750, 0.866429, 1.251100], [-1.323621, -0.556848, 0.593912], [-2.169777, -1.286048, -0.224387], [-1.831374, -2.491939, -0.820435], [-2.763774, -3.147272, -1.621820], [-4.032636, -2.613821, -1.815625], [-4.397778, -1.425421, -1.202887], [-3.481342, -0.753141, -0.389494], [-3.783214, 0.404711, 0.279657], [-0.848702, -2.917126, -0.656743], [-2.495605, -4.085145, -2.092699], [-4.749180, -3.135080, -2.437941], [-5.388701, -1.009036, -1.328654], [-2.169472, 4.449027, -1.226213], [-1.045145, 3.515168, -1.213657], [-1.302080, 2.280593, -1.937124], [-0.184526, 3.454932, -0.150833], [0.187934, 2.378113, 0.332895], [0.267142, 4.638770, 0.355844], [0.435875, 5.841918, -0.446761], [0.968952, 4.630572, 1.626490], [-3.090937, 3.916515, -0.973135], [-2.287432, 4.892041, -2.216053], [-2.026854, 5.240784, -0.500377], [-1.576189, 2.527002, -2.964695], [-2.118585, 1.702070, -1.488550], [-0.401378, 1.673559, -1.948593], [0.194626, 5.637715, -1.485201], [1.477652, 6.163135, -0.391777], [-0.191066, 6.662009, -0.090200], [0.699308, 3.740983, 2.187280], [0.688269, 5.513843, 2.200257], [2.053775, 4.642820, 1.481165], [0.171431, -6.150941, -1.841434], [0.339824, -5.611477, -0.455214], [-0.092805, -6.298391, 0.672578], [0.083692, -5.695700, 1.906121], [0.677394, -4.505668, 2.036935], [1.034914, -3.952079, 0.899233], [1.884896, -2.416807, 1.058131], [0.904473, -4.401108, -0.330809], [-0.063159, -7.213296, -1.830874], [1.080326, -5.982304, -2.416207], [-0.641231, -5.623681, -2.346058], [-0.551379, -7.274112, 0.588549], [-0.245833, -6.172813, 2.821733]],
  "forces_ev_per_a": [[-0.25, -0.18, -0.05], [0.14, 0.07, 0.00], [-0.23, -0.10, 0.12], [0.43, -0.09, 0.00], [-0.17, -0.06, -0.14], [-0.11, -0.03, -0.12], [0.04, 0.04, 0.06], [0.02, 0.01, 0.04], [-0.02, 0.01, 0.07], [0.08, 0.05, -0.12], [0.00, 0.06, 0.15], [-0.06, -0.03, 0.20], [0.09, 0.04, -0.12], [0.03, 0.03, -0.03], [-0.04, -0.03, -0.02], [0.05, 0.06, 0.00], [0.05, 0.02, -0.16], [-0.05, 0.05, -0.01], [0.07, -0.01, 0.01], [-0.03, -0.02, 0.02], [-0.01, 0.00, -0.04], [0.04, 0.02, -0.03], [0.00, -0.02, -0.04], [-0.04, -0.02, -0.01], [-0.01, -0.02, 0.03], [0.02, 0.02, 0.02], [-0.03, -0.01, 0.02], [-0.01, -0.18, 0.08], [-0.11, 0.35, 0.17], [0.04, 0.09, 0.04], [0.01, -0.12, -0.04], [0.07, -0.01, 0.02], [-0.08, 0.01, -0.02], [-0.04, 0.01, -0.02], [0.10, 0.11, 0.12], [-0.06, -0.19, -0.14], [-0.07, 0.05, -0.05], [-0.03, 0.02, 0.01], [0.03, 0.01, 0.02], [0.02, 0.00, 0.01], [0.08, -0.06, -0.06], [-0.13, 0.02, -0.02], [-0.01, 0.00, -0.01], [-0.06, 0.19, -0.03], [0.32, -0.21, 0.12], [-0.11, -0.04, 0.02], [-0.05, -0.05, 0.04], [0.00, 0.00, -0.09], [0.00, -0.01, -0.01], [0.01, 0.01, 0.00], [0.03, 0.03, 0.04], [0.00, 0.01, 0.03], [0.06, 0.03, -0.04], [-0.07, 0.08, -0.02], [-0.01, -0.01, -0.02], [0.02, -0.01, -0.01], [-0.01, -0.01, 0.02], [-0.03, -0.01, 0.01], [0.01, 0.03, 0.00], [0.01, 0.00, -0.01], [0.04, 0.02, 0.07], [-0.02, 0.05, -0.12], [-0.02, -0.04, 0.09], [0.00, 0.05, 0.02], [-0.20, -0.20, 0.04], [0.18, 0.06, 0.00], [0.09, 0.23, 0.00], [-0.06, -0.21, -0.09], [0.00, 0.02, 0.00], [0.00, 0.00, -0.01], [0.03, 0.00, 0.02], [0.00, 0.04, 0.01], [0.02, -0.01, -0.02]],
  "mulliken_charge": [0.45, -0.69, -0.39, 0.42, -0.89, 0.35, -0.97, -0.39, -1.00, -0.37, 0.54, 0.59, -0.64, -0.51, -0.93, -0.48, 0.57, 0.30, 0.58, 0.51, 0.43, 0.45, 0.57, 0.58, 0.45, 0.53, 0.50, 0.27, -0.22, 0.70, 0.01, -0.56, -0.72, -0.80, 0.44, -0.83, 0.33, 0.29, 0.41, 0.47, -1.12, 0.15, -0.95, 0.11, 0.37, 0.13, -1.18, -1.00, 0.33, 0.31, 0.40, 0.41, 0.32, 0.13, 0.37, 0.39, 0.32, 0.15, 0.41, 0.37, -1.06, 0.91, -0.61, -0.37, -0.55, 0.77, -0.08, -0.50, 0.41, 0.32, 0.17, 0.40, 0.44]
}